Entry 1:
Below is a molecular structure, C5H11NO2 at a distorted geometry, with properties calculated with ωB97M-V with the def2-TZVPD basis set.

Last column: natural (NBO) charge in e.
Positions of all 19 atoms, in Å:
C: -2.08367 0.37237 -0.39910  0.4851
C: 1.59600 0.56683 0.67372  -0.5862
C: 0.01818 -1.42548 0.84229  -0.6312
C: 0.57299 -0.49844 -1.45863  -0.6369
C: 0.32423 -0.20366 0.01986  0.1321
N: -0.89099 0.70313 0.10390  -0.1711
O: -2.23083 -0.79949 -0.78585  -0.6226
O: -0.77795 2.44161 0.39926  -0.5744
H: -2.77239 1.31313 -0.41831  0.1431
H: 2.47880 -0.12526 0.48464  0.2061
H: 1.79565 1.47674 0.22595  0.2199
H: 1.50340 0.71200 1.70995  0.2133
H: 0.97014 -1.99332 0.70741  0.2170
H: -0.86189 -2.07341 0.41377  0.2542
H: -0.30531 -1.13256 1.81934  0.2199
H: 1.00479 0.36560 -1.95000  0.2167
H: 1.37191 -1.24270 -1.52518  0.2103
H: -0.29931 -0.93439 -1.93709  0.2494
H: -1.41377 2.47731 1.07407  0.4551

Forces on the atoms, in the same order (eV/Å):
C -0.2 -0.1 -0.8
C -0.5 -3.8 -1.6
C -0.9 -2.0 -1.9
C 0.9 -0.5 0.5
C 0.5 2.6 0.4
N 0.8 3.6 1.3
O -1.2 2.2 0.4
O 1.6 -4.4 -2.7
H 0.5 -1.9 -0.2
H -1.0 0.8 0.3
H 0.2 1.8 -1.1
H -0.4 0.0 1.4
H -0.8 0.0 1.0
H 1.9 1.3 0.6
H 0.5 -0.1 0.9
H -0.4 0.3 -0.3
H 0.0 -0.2 0.1
H 0.0 0.4 -0.1
H -1.4 -0.1 1.8

Summary:
LUMO energy ... -0.27 eV
Highest occupied orbital energy ... -9.9 eV
Spin multiplicity ... 1
HOMO-LUMO gap ... 9.62 eV
Energy relative to the best compared isomer or geometry (same formula, charge and spin) ... 4.242 eV



Entry 2:
Below is a molecular structure, C12H28IrP2S3, with properties calculated with ωB97M-V with the def2-TZVPD basis set.

Last column: natural (NBO) charge in e.
Positions of all 46 atoms, in Å:
Ir: -0.15543 0.12456 0.23588  0.5968
C: -1.88621 -2.21753 1.84628  -0.5244
C: -0.49346 -2.77633 1.59619  -0.5657
S: 0.31819 -2.40207 0.01362  0.4064
C: -0.73454 -3.09521 -1.28846  -0.5650
C: -2.02609 -2.34551 -1.60109  -0.5551
S: -1.73320 -0.56085 -1.74408  0.4111
C: -3.17449 0.18976 -0.93899  -0.5607
C: -3.49492 -0.25928 0.48300  -0.5369
S: -2.06173 -0.39713 1.61898  0.3763
H: -2.63326 -2.69215 1.21563  0.2464
H: -2.16527 -2.40529 2.88426  0.2939
H: 0.21526 -2.42019 2.34602  0.2596
H: -0.51788 -3.86494 1.69141  0.2944
H: -0.07672 -3.12684 -2.15880  0.2786
H: -0.94775 -4.13241 -1.02119  0.2899
H: -2.40974 -2.68519 -2.56483  0.2958
H: -2.79961 -2.52771 -0.86019  0.2348
H: -2.96993 1.26154 -0.97159  0.2541
H: -4.04214 0.02543 -1.58232  0.2965
H: -4.16891 0.46236 0.94652  0.2953
H: -4.00033 -1.22380 0.51354  0.2602
C: 2.59233 -0.41837 2.68933  -0.9635
P: 2.21676 0.23093 1.04989  1.0410
C: 3.43539 -0.44350 -0.09660  -0.9737
C: 2.41290 2.04027 1.08903  -0.7392
C: 2.12212 2.65485 -0.27876  -0.7410
P: 0.48047 2.20686 -0.95545  1.0408
C: -0.66329 3.55957 -0.59380  -0.9579
C: 0.63620 2.08036 -2.74527  -0.9636
H: 3.61458 -0.12860 2.94929  0.2938
H: 2.53770 -1.50715 2.69019  0.2692
H: 1.91233 -0.01230 3.43834  0.2761
H: 4.42152 -0.04983 0.16417  0.2907
H: 3.21212 -0.18545 -1.13137  0.2612
H: 3.45919 -1.52969 -0.00718  0.2835
H: 3.43180 2.28235 1.40733  0.2949
H: 1.74596 2.43595 1.86076  0.2648
H: 2.86769 2.34757 -1.01688  0.2699
H: 2.17679 3.74569 -0.22318  0.2974
H: -0.24731 4.47439 -1.02626  0.2930
H: -0.78529 3.70465 0.47956  0.2747
H: -1.63416 3.37665 -1.05295  0.2663
H: 1.09089 3.00242 -3.11876  0.2929
H: -0.34497 1.96418 -3.20487  0.2768
H: 1.26641 1.23695 -3.02634  0.2697

Forces on the atoms, in the same order (eV/Å):
Ir -0.3 0.0 0.0
C 0.0 0.0 0.0
C 0.0 0.0 0.1
S 0.1 -0.1 -0.1
C 0.0 0.0 0.0
C 0.0 0.0 0.0
S 0.1 0.0 -0.1
C -0.1 0.1 0.0
C 0.0 0.0 0.0
S 0.0 0.1 0.1
H 0.0 0.0 0.0
H 0.0 0.0 0.0
H 0.0 0.0 0.0
H 0.0 0.0 0.0
H 0.0 0.0 0.0
H 0.0 0.0 0.0
H 0.0 0.0 0.0
H 0.0 0.0 0.0
H 0.0 0.0 0.0
H 0.0 0.0 0.0
H 0.0 0.0 0.0
H 0.0 0.0 0.0
C 0.0 0.1 0.0
P -0.1 0.0 0.0
C 0.0 0.0 0.0
C 0.1 0.0 0.1
C 0.0 0.1 -0.1
P 0.0 -0.1 0.2
C 0.1 0.0 0.0
C 0.0 0.1 0.0
H 0.0 0.0 0.0
H 0.0 0.0 0.0
H 0.0 0.0 0.0
H 0.0 0.0 0.0
H 0.0 0.0 0.0
H 0.0 0.0 0.0
H 0.0 0.0 0.0
H 0.0 0.0 0.0
H 0.0 0.0 0.0
H 0.0 0.0 0.0
H 0.0 0.0 0.0
H 0.0 0.0 0.0
H 0.0 0.0 0.0
H 0.0 0.0 0.0
H 0.0 0.0 0.0
H 0.0 0.0 0.0

Summary:
LUMO energy (alpha / beta) ... -8.42 / -12.99 eV
Total charge ... +3
Highest occupied orbital energy (alpha / beta) ... -16.7 / -19.8 eV
Spin multiplicity ... 5
HOMO-LUMO gap (alpha / beta) ... 8.28 / 6.86 eV



Entry 3:
Below is a molecular structure, C6H12N2 at a distorted geometry, with properties calculated with ωB97M-V with the def2-TZVPD basis set.

Last column: natural (NBO) charge in e.
Positions of all 20 atoms, in Å:
C: -0.45475 2.07024 -0.35249  -0.5983
C: -0.24709 0.68413 -0.91504  -0.0499
C: 2.96007 -0.25182 0.47867  -0.1344
C: -0.63695 -0.59326 0.08911  0.0992
C: -1.37673 -0.21266 1.32624  -0.6372
C: -0.85262 -1.83682 -0.73168  -0.6713
H: 0.50795 2.68357 -0.97510  0.2138
H: -1.40520 2.53369 -0.62376  0.2043
H: -0.23929 2.06378 0.83309  0.2129
H: -0.82114 0.45010 -2.04284  0.2155
H: 2.71187 0.04993 1.51285  0.1783
H: 3.88391 -0.83951 0.15238  0.2059
H: -2.47300 -0.12091 1.04689  0.2356
H: -0.74439 0.91742 1.44401  0.2325
H: -0.84378 -0.82385 2.40539  0.2172
H: -0.35055 -2.74684 -0.50255  0.2274
H: -1.91222 -2.01968 -0.82504  0.2187
H: -0.34942 -1.96017 -1.73600  0.2371
N: 0.67616 0.16292 -0.07995  -0.3662
N: 1.96717 -0.21026 -0.50419  -0.2410

Forces on the atoms, in the same order (eV/Å):
C 2.6 2.1 -1.1
C -5.3 0.0 -0.8
C -4.1 -1.0 -3.8
C 2.4 1.8 -2.3
C 3.9 1.5 2.3
C 0.7 -0.4 -1.4
H -2.8 -1.3 2.2
H 0.1 0.2 0.1
H -0.4 0.8 -3.3
H 2.8 0.5 2.9
H 0.3 -0.3 -0.5
H -1.2 1.5 0.6
H 1.2 -0.3 1.4
H -3.0 -3.5 0.6
H -2.5 1.5 -3.3
H 0.1 -1.0 2.1
H -0.3 -0.2 -0.2
H -0.9 1.8 0.3
N 2.9 -2.5 0.9
N 3.7 -1.3 3.3

Summary:
LUMO energy ... 0.78 eV
Highest occupied orbital energy ... -8.2 eV
Spin multiplicity ... 1
HOMO-LUMO gap ... 8.97 eV
Energy relative to the best compared isomer or geometry (same formula, charge and spin) ... 8.179 eV



- Look up the spin multiplicity of the first one.
  1